[1]
# C54H50BN9O2P2Ti

A molecular structure, C54H50BN9O2P2Ti (ωB97M-V with the def2-TZVPD basis set, the OMol25 dataset).

XYZ file:
```
119
Properties=species:S:1:pos:R:3:forces:R:3
Ti -0.272730 -0.531155 -0.120929 0.174 0.096 -0.501
P 2.018022 -2.244941 -0.356940 -0.252 0.572 -0.237
P -0.197670 0.623692 2.284450 -0.470 -0.670 -0.007
O 0.961912 -2.009869 2.148420 0.031 0.089 0.179
O -1.412585 -1.878286 0.478209 0.110 -0.017 0.035
N 0.544940 3.473439 -0.143956 -0.208 0.390 0.198
N -3.240585 -4.714970 0.532996 0.087 0.062 -0.070
N -1.458900 2.009951 -0.744842 -0.056 -0.002 -0.041
N -1.823202 0.697413 -0.548145 0.334 0.125 0.151
N -1.247643 -2.280464 -0.794590 -0.165 -0.056 0.057
N 0.931448 1.307467 -1.539134 0.076 -0.192 0.174
N 0.295267 0.155858 -1.954774 -0.338 -0.152 0.334
N 0.567710 3.117610 1.173540 0.385 -0.119 -0.083
N -1.387067 -4.286990 -3.516233 -0.037 0.028 0.120
C -1.765637 1.551424 2.555808 0.111 0.120 0.014
C 4.877453 -0.807931 -3.665853 0.015 0.016 -0.023
C 1.344566 4.181419 3.300374 -0.036 0.069 0.061
C 2.253750 -6.266419 -1.107732 0.009 -0.048 -0.014
C -3.178351 0.653752 -0.501745 -0.160 -0.100 0.039
C 4.831474 -0.179789 -2.428218 0.076 0.015 -0.046
C 3.810711 1.282317 2.483943 0.021 0.008 -0.062
C 3.144613 -1.741132 -1.688096 0.064 -0.048 -0.006
C 0.614681 -4.531619 0.300299 -0.017 0.016 -0.055
C 1.717172 1.003930 4.284145 -0.024 0.007 -0.015
C 4.057867 1.315101 3.849279 0.077 -0.009 -0.001
C -0.025320 -3.057153 4.088298 0.073 0.076 -0.137
C 1.358976 5.206447 0.948431 0.008 -0.133 -0.060
C -2.894491 0.726484 2.499000 -0.074 0.103 0.016
C -4.164685 1.232428 2.713706 0.003 -0.074 -0.008
C 1.656352 -4.018148 -0.477772 0.055 -0.129 0.013
C -2.600512 -4.132212 -0.221528 -0.218 -0.116 0.205
C 2.515122 1.140818 2.015195 0.077 -0.007 0.050
C -1.957181 2.905035 2.808719 0.027 -0.061 0.041
C -3.972264 -0.604091 -0.397939 -0.042 0.047 -0.007
C 0.987778 4.759291 -0.293220 0.045 -0.035 0.124
C 1.463478 0.996383 2.914220 -0.080 0.217 0.097
C 1.096313 4.142925 1.829455 -0.147 0.097 -0.088
C 0.380995 -5.896432 0.347940 -0.024 -0.015 0.018
C -0.554611 -0.763544 3.453386 0.135 -0.112 0.096
C 0.128008 -1.953970 3.262984 0.033 -0.031 -0.055
C -4.339374 2.579245 2.991628 -0.010 -0.004 -0.014
C 3.041300 -2.205708 1.125885 -0.003 -0.051 0.301
C 4.421061 -2.388553 1.163756 -0.045 0.052 -0.028
C 3.185271 -2.353026 -2.939281 0.006 -0.011 0.033
C 2.736401 2.788208 -2.458277 0.042 -0.001 0.033
C 2.336664 -2.126680 2.323514 0.002 -0.011 -0.058
C 1.727656 0.697659 -3.546656 -0.095 0.057 0.064
C -3.671115 1.932896 -0.627671 0.076 -0.057 -0.050
C 0.112940 -1.318318 -3.915167 -0.119 0.042 -0.067
C 2.977089 -2.170564 3.549876 -0.085 0.036 -0.140
C 1.854916 1.599731 -2.519401 0.011 -0.020 0.038
C 0.722653 -0.195989 -3.160131 0.079 -0.019 -0.053
C 3.966985 -0.636280 -1.449689 -0.029 -0.066 0.002
C 3.010991 1.186461 4.747715 -0.060 -0.035 0.060
C -1.481229 -1.735798 5.464835 -0.009 -0.090 0.055
C 1.023237 5.545244 -1.557284 -0.062 0.094 -0.137
C 1.192519 -6.764763 -0.368631 -0.010 -0.045 0.023
C -1.348053 -0.663963 4.601174 -0.022 0.025 -0.113
C -1.586777 -3.874982 -2.463569 0.089 -0.158 -0.350
C -1.807797 -3.378559 -1.143481 0.200 0.282 0.104
C 5.077311 -2.444405 2.380905 0.012 0.003 0.060
C -2.532886 4.234767 -0.972350 0.003 0.026 0.022
C 2.496952 -4.902638 -1.153061 -0.065 -0.005 0.004
C 4.355587 -2.326655 3.561366 0.046 -0.004 0.001
C -0.841065 -2.941230 5.200352 -0.003 0.038 0.017
C -2.563677 2.763987 -0.775694 0.070 -0.030 0.069
C -3.232104 3.408981 3.031636 -0.012 0.048 0.013
C 4.048589 -1.888848 -3.922113 -0.005 -0.001 -0.002
B -0.054246 2.566146 -1.171678 0.057 -0.034 -0.197
H -3.521328 4.651844 -0.796207 -0.006 -0.010 -0.012
H 2.225587 3.648432 -2.890832 0.020 -0.057 -0.008
H 2.905649 -6.942452 -1.644270 0.007 -0.002 0.005
H 5.484481 0.659207 -2.223958 -0.010 0.002 0.019
H -1.823641 4.704340 -0.291166 0.006 0.021 -0.003
H 3.951849 -0.144628 -0.485512 -0.017 0.026 0.082
H -4.704222 2.233400 -0.631614 -0.023 -0.011 0.005
H 0.505269 -3.973459 3.862550 0.008 -0.009 0.019
H -5.029912 -0.351977 -0.369648 0.003 -0.002 0.007
H -2.097242 -1.632017 6.347609 0.001 -0.012 0.002
H -3.349012 4.462437 3.249245 -0.002 0.003 -0.004
H -3.735512 -1.177518 0.494812 -0.004 -0.032 0.024
H 0.923553 6.600103 -1.307921 -0.012 0.009 -0.018
H 1.038818 5.149425 3.699767 0.049 0.000 -0.009
H 4.986368 -2.489316 0.246382 -0.035 0.013 -0.027
H 1.972880 5.433896 -2.080685 -0.037 0.051 0.015
H 0.733668 -2.209512 -3.928321 0.038 -0.046 0.033
H -0.862372 -1.567963 -3.503939 0.043 0.012 -0.011
H 4.629426 1.386217 1.783194 0.010 -0.008 0.002
H -1.872760 0.252020 4.830094 -0.012 0.067 -0.049
H 6.148454 -2.587689 2.410973 0.000 0.000 0.001
H 5.069738 1.436426 4.212805 0.004 0.022 -0.004
H 1.749231 6.179081 1.195505 0.005 0.021 0.003
H 2.289725 0.680892 -4.464039 0.001 0.005 -0.023
H 0.007721 -3.869718 0.906725 0.008 -0.009 -0.017
H 2.408475 4.060240 3.511373 0.012 -0.018 0.000
H 3.633731 2.605415 -3.046748 -0.001 -0.010 -0.004
H 3.016640 3.029497 -1.433853 -0.003 0.029 -0.008
H 2.424639 -2.085047 4.472685 -0.031 -0.007 0.044
H 0.218329 5.281333 -2.241820 0.053 -0.004 0.004
H -2.795021 -0.331671 2.310182 0.055 -0.113 -0.006
H -3.814242 -1.237826 -1.272532 0.012 0.012 -0.010
H 1.012054 -7.830412 -0.330101 -0.012 -0.004 -0.017
H 4.086011 -2.384092 -4.883539 -0.020 -0.009 0.004
H -0.208235 3.180205 -2.183705 -0.046 -0.053 -0.157
H -0.035160 -1.007818 -4.949716 0.035 -0.025 -0.004
H 0.811894 3.411660 3.846073 -0.070 -0.043 -0.008
H 3.355111 -4.544863 -1.701073 0.038 0.022 -0.006
H 0.910860 0.881146 4.997410 -0.002 -0.008 -0.034
H -5.328877 2.974996 3.177317 -0.001 0.008 0.000
H 4.870833 -2.368378 4.512015 -0.005 0.007 0.003
H -2.233545 4.472655 -1.994585 0.019 0.020 -0.003
H 5.562006 -0.459392 -4.427999 0.010 0.000 0.010
H -0.967368 -3.782859 5.867279 -0.007 -0.013 -0.006
H 2.323496 1.171979 0.948784 -0.043 -0.022 -0.037
H 3.197545 1.218815 5.812959 0.010 -0.006 0.000
H -1.131138 3.584299 2.841131 0.235 0.096 0.014
H -5.015061 0.563380 2.671141 -0.006 0.017 0.014
H -0.431089 -6.279445 0.953089 0.009 -0.014 -0.005
H 2.557693 -3.206782 -3.152941 -0.024 -0.011 -0.020
```
Positions in Å, forces in eV/Å.

As for the total charge: +2. For the relative energy (zero: lowest compared OMol25 entry of this formula, charge and spin), the calculation gives 12.0 kJ/mol. Its gap between HOMO and LUMO is 6.0668 eV. As for the multiplicity: 1.

[2]
# C12H19ClIrN2O2SbSe4

A molecular structure, C12H19ClIrN2O2SbSe4 in a non-equilibrium geometry (ωB97M-V with the def2-TZVPD basis set, the OMol25 dataset).

XYZ file:
```
42
Properties=species:S:1:pos:R:3:forces:R:3
Ir 0.484964 0.163236 -0.165838 -0.599 -1.090 0.448
Sb 2.540981 2.613004 1.563995 -0.312 -0.018 -0.284
Se 4.433119 3.867681 0.774994 0.170 0.072 -0.068
Se 0.552053 2.589150 -0.079751 -0.135 0.359 -0.024
Se 2.561835 0.115932 1.084881 0.678 0.186 -0.219
Se 1.770144 3.180559 3.794647 0.062 -0.043 0.123
Cl -4.457242 1.862402 -5.202262 -0.006 0.004 -0.006
O -1.052041 -3.087095 -0.971928 -0.012 0.008 0.073
O 0.844190 -2.050300 -0.360127 -0.045 0.203 0.480
N -0.511731 0.792543 2.426270 0.147 -0.374 -0.152
N -1.567733 -0.418023 -0.365002 -0.256 0.304 -0.455
C -2.426201 -0.791224 0.779102 0.041 -0.010 -0.015
C 0.539540 0.186307 -2.242870 0.563 -0.060 0.174
C 0.103926 -3.063563 -0.491370 -0.078 0.088 -0.333
C -2.805214 0.334111 1.729254 -0.032 0.080 0.015
C -2.138662 2.346410 -3.862295 -0.038 -0.013 -0.025
C -2.734514 0.032992 -4.170200 0.018 -0.022 0.005
C -1.841290 0.511674 2.900270 -0.067 -0.088 -0.018
C -1.578985 -0.339484 -3.494531 0.038 -0.012 0.003
C -3.001980 1.376532 -4.346965 0.005 0.035 0.004
C -0.993069 1.957236 -3.187969 0.021 -0.053 0.039
C -0.683238 0.605818 -2.982920 -0.116 0.048 0.031
C 0.707129 -4.393806 -0.052494 0.024 0.001 -0.001
H 0.722392 -5.079509 -0.901182 -0.006 0.001 0.001
H -1.792781 -0.435643 3.449656 -0.113 -0.018 0.024
H -1.924221 -1.588731 1.329392 0.105 0.016 -0.047
H -0.320390 2.707731 -2.791002 0.003 0.004 0.007
H -2.364871 3.394260 -4.010195 0.001 0.002 0.004
H 1.369464 0.847206 -2.495874 0.003 -0.005 -0.099
H 0.065986 -4.833526 0.713045 -0.002 -0.005 0.001
H 0.213058 0.764549 3.135961 -0.140 0.015 0.040
H -2.901947 1.268656 1.163712 0.078 0.024 0.077
H -2.085817 0.210255 -0.973427 -0.041 0.054 0.075
H -1.362165 -1.393461 -3.353395 -0.016 0.001 0.041
H -1.462179 -1.304639 -0.880726 0.041 0.024 -0.079
H 0.793215 -0.837398 -2.532730 0.078 0.023 -0.007
H -0.416205 1.682199 1.948811 -0.258 0.177 0.182
H -3.417099 -0.713385 -4.555411 -0.002 0.004 0.001
H 1.712328 -4.260315 0.340075 0.000 0.013 -0.007
H -2.279911 1.249498 3.596653 0.214 0.075 -0.069
H -3.333948 -1.227353 0.346784 -0.017 -0.034 0.094
H -3.797379 0.116111 2.141053 0.002 0.024 -0.032
```
Positions in Å, forces in eV/Å.

As for the total charge: -2. For the relative energy (zero: lowest compared OMol25 entry of this formula, charge and spin), the calculation gives 145.5 kJ/mol. Its gap between HOMO and LUMO is 5.3487 eV. As for the multiplicity: 1.

[3]
# C4H6F3NO2

2 unconnected molecules or ions with the total composition C4H6F3NO2 in a non-equilibrium geometry (ωB97M-V with the def2-TZVPD basis set, the OMol25 dataset).

XYZ file:
```
16
Properties=species:S:1:pos:R:3:forces:R:3
F -2.718494 -0.132998 0.495389 0.600 0.274 0.186
F -2.112480 -1.261502 -1.329234 -1.012 0.753 1.067
F -4.187278 -0.651190 -0.903110 -1.577 -0.640 -0.485
O 3.497516 -1.380018 0.594037 0.371 -0.677 0.122
O 2.354116 -0.519329 2.297178 -0.211 0.364 -0.902
N 0.628191 0.722123 0.502712 1.402 -1.305 2.111
C 1.696484 -0.015046 0.049870 -1.038 0.648 3.397
C 2.497428 -0.633714 1.084960 -0.818 0.848 0.872
C -0.201589 1.492787 -0.098246 -1.379 0.186 -1.333
C -2.958536 -0.273191 -0.794029 2.323 0.156 -2.319
H 3.120108 -1.729593 -0.210451 0.480 -0.375 -0.750
H 0.570627 0.603132 1.575236 0.104 0.320 -1.811
H -2.727552 0.605414 -1.486766 -0.439 -0.630 1.563
H -1.129601 1.834989 0.353061 0.645 0.051 0.437
H -0.169429 1.543315 -1.189169 0.326 0.084 0.336
H 1.840493 -0.205174 -0.941438 0.224 -0.058 -2.491
```
Positions in Å, forces in eV/Å.

As for the total charge: 0. For the relative energy (zero: lowest compared OMol25 entry of this formula, charge and spin), the calculation gives 157.6 kJ/mol. Its gap between HOMO and LUMO (alpha / beta) is 8.1632 / 8.1619 eV. As for the multiplicity: 1.